(1)
{
  "formula": "C41H62Cl16O3",
  "method": "ωB97M-V/def2-TZVPD",
  "homo_lumo_gap_ev": 8.4,
  "multiplicity": 1,
  "e_homo_ha": -0.3271,
  "smiles": "CC[C@H](C)c1c(CCCCCCOC)ccc2c1C(=O)c1ccccc1C2=O.ClCCCl.ClCCCl.ClCCCl.ClCCCl.ClCCCl.ClCCCl.ClCCCl.ClCCCl",
  "e_tot_ha": -9188.166036,
  "elements": ["C", "C", "C", "C", "C", "C", "C", "C", "C", "C", "C", "C", "O", "C", "C", "C", "C", "C", "C", "O", "C", "C", "C", "C", "C", "C", "C", "O", "H", "H", "H", "H", "H", "H", "H", "H", "H", "H", "H", "H", "H", "H", "H", "H", "H", "H", "H", "H", "H", "H", "H", "H", "H", "H", "H", "H", "H", "H", "Cl", "C", "C", "Cl", "H", "H", "H", "H", "Cl", "C", "C", "Cl", "H", "H", "H", "H", "Cl", "C", "C", "Cl", "H", "H", "H", "H", "Cl", "C", "C", "Cl", "H", "H", "H", "H", "Cl", "C", "C", "Cl", "H", "H", "H", "H", "Cl", "C", "C", "Cl", "H", "H", "H", "H", "Cl", "C", "C", "Cl", "H", "H", "H", "H", "Cl", "C", "C", "Cl", "H", "H", "H", "H"],
  "positions_angstrom": [[-0.32491, -2.10258, -6.76016], [0.71797, -1.67115, -5.66271], [0.55091, -0.18431, -5.14473], [1.77032, 0.76905, -5.55692], [0.25394, -0.06231, -3.60634], [-1.03730, 0.46647, -3.10356], [-2.18313, 0.92059, -4.08387], [-1.91626, 2.35820, -4.71059], [-0.72708, 3.14977, -4.06186], [-0.66269, 4.64942, -4.61755], [0.36706, 4.67911, -5.82570], [1.85133, 4.80951, -5.29443], [2.65819, 5.19501, -6.42474], [3.81526, 4.36870, -6.56033], [-1.30975, 0.63244, -1.65173], [-0.28198, 0.26377, -0.68339], [0.97219, -0.25085, -1.18760], [1.27278, -0.42996, -2.62082], [2.68009, -0.97667, -2.94556], [2.95011, -1.81917, -3.76905], [3.84396, -0.39641, -2.06751], [5.14051, -0.02496, -2.61327], [6.09892, 0.54473, -1.65180], [5.80114, 0.72468, -0.24180], [4.49439, 0.34375, 0.30195], [3.53702, -0.21133, -0.63846], [2.09916, -0.60250, -0.15971], [1.88627, -1.13828, 0.90213], [0.20323, -2.81831, -7.45227], [-0.68962, -1.23218, -7.35824], [-1.13204, -2.68687, -6.26425], [0.69621, -2.34233, -4.75833], [1.77174, -1.76402, -6.05173], [-0.34125, 0.24912, -5.68227], [1.36835, 1.68876, -6.07635], [2.46318, 0.28626, -6.29047], [2.31805, 1.16543, -4.65600], [-3.11645, 1.00165, -3.47786], [-2.38365, 0.12925, -4.84628], [-1.76927, 2.19634, -5.81931], [-2.84314, 2.98118, -4.60365], [0.23265, 2.66795, -4.38758], [-0.75413, 3.17003, -2.94044], [-0.37465, 5.38110, -3.81452], [-1.67804, 4.91925, -5.02407], [0.22027, 3.72463, -6.40701], [0.17002, 5.54218, -6.51472], [2.13938, 3.80802, -4.87178], [1.93179, 5.61751, -4.51594], [3.59906, 3.28728, -6.32997], [4.17309, 4.42496, -7.62688], [4.65223, 4.70829, -5.89110], [-2.26161, 1.05987, -1.21848], [-0.38458, 0.37886, 0.42338], [5.36510, -0.17215, -3.68964], [7.09335, 0.86461, -2.02857], [6.53116, 1.16640, 0.47933], [4.22187, 0.49430, 1.36781], [-6.78339, 0.29865, -1.47199], [-6.54738, 1.94961, -0.84541], [-5.65689, 2.77764, -1.74369], [-3.96973, 2.20110, -1.73216], [-6.13991, 1.87398, 0.16227], [-7.53483, 2.40779, -0.78042], [-5.64140, 3.81173, -1.39792], [-6.00994, 2.76871, -2.77453], [3.21282, 0.29088, 4.52844], [1.65917, -0.47990, 4.11167], [0.75302, -0.62466, 5.31149], [1.37397, -1.81370, 6.48749], [1.87414, -1.44337, 3.65235], [1.18381, 0.15396, 3.36304], [-0.22639, -0.97734, 4.99255], [0.62019, 0.32457, 5.82949], [5.07776, -1.86052, 11.49018], [4.60988, -2.33845, 9.83795], [3.14680, -2.70434, 9.74203], [2.77159, -4.21349, 10.61173], [5.24994, -3.16499, 9.53158], [4.82017, -1.48632, 9.19082], [2.87377, -2.86392, 8.69851], [2.51050, -1.91625, 10.14319], [-5.68066, -0.95073, 5.54162], [-4.10601, -1.75046, 5.77394], [-3.03880, -0.78593, 6.23881], [-2.59854, 0.39153, 4.97440], [-3.82983, -2.23106, 4.83599], [-4.25356, -2.52738, 6.52472], [-2.13026, -1.33482, 6.49209], [-3.35784, -0.23117, 7.12025], [5.67075, 5.92323, 4.25740], [4.36877, 5.25483, 5.27381], [3.73421, 4.02903, 4.65713], [2.80260, 4.41857, 3.18976], [3.63537, 6.04227, 5.44388], [4.81851, 4.99491, 6.23274], [3.03725, 3.57857, 5.36428], [4.48174, 3.28169, 4.39388], [-0.88911, -5.70197, 14.50836], [0.48360, -4.65490, 14.06569], [0.20449, -3.19618, 14.34639], [-1.04489, -2.52917, 13.26540], [0.71095, -4.82320, 13.01365], [1.33776, -4.98815, 14.65607], [1.10985, -2.61054, 14.18406], [-0.12119, -3.04274, 15.37464], [-7.14265, -2.87061, -3.22031], [-5.57444, -3.67712, -2.95619], [-4.50672, -2.71185, -2.49155], [-4.04194, -1.55545, -3.76419], [-5.28965, -4.17296, -3.88328], [-5.73674, -4.44246, -2.19637], [-3.60522, -3.26222, -2.21920], [-4.83353, -2.14197, -1.62175], [-3.01054, -4.09801, -5.61528], [-3.46537, -4.60979, -7.25923], [-4.93453, -4.95115, -7.36202], [-5.34657, -6.42889, -6.45665], [-2.83655, -5.45528, -7.53629], [-3.23078, -3.77843, -7.92560], [-5.19869, -5.13313, -8.40408], [-5.55966, -4.14041, -6.98832]]
}

=====

(2)
{
  "formula": "C41H63BrCl5LiN6O13P4S",
  "method": "ωB97M-V/def2-TZVPD",
  "homo_lumo_gap_ev": 2.4,
  "e_above_lowest_kj_mol": 0.00,
  "multiplicity": 1,
  "e_homo_ha": -0.2137,
  "e_tot_ha": -9552.541720,
  "elements": ["C", "C", "C", "C", "C", "P", "O", "C", "O", "C", "C", "C", "O", "C", "C", "C", "C", "C", "C", "C", "P", "N", "C", "P", "N", "O", "C", "P", "N", "C", "C", "O", "H", "H", "H", "H", "H", "H", "H", "H", "H", "H", "H", "H", "H", "H", "H", "H", "H", "H", "H", "H", "H", "H", "H", "H", "H", "C", "C", "O", "N", "C", "H", "H", "H", "H", "H", "H", "H", "H", "C", "O", "N", "C", "C", "H", "H", "H", "H", "H", "H", "H", "Cl", "C", "Cl", "Cl", "Cl", "Cl", "C", "C", "C", "C", "C", "C", "H", "H", "H", "H", "H", "H", "H", "H", "H", "H", "H", "H", "H", "H", "C", "C", "C", "C", "C", "C", "N", "O", "O", "H", "H", "H", "H", "H", "C", "C", "O", "S", "O", "O", "O", "H", "H", "H", "H", "Li", "Br"],
  "positions_angstrom": [[-1.77026, -5.56285, 3.96112], [-1.87928, -4.07650, 4.23754], [-0.59555, -3.33849, 3.79333], [-0.91727, -2.37653, 2.70444], [-1.22650, -1.07769, 2.80903], [-1.23191, -0.28844, 4.40970], [-2.03790, -0.95555, 5.46658], [-1.56743, -0.34486, 1.56986], [-2.47270, 0.44984, 1.57418], [-0.76070, -0.71522, 0.37664], [-0.38572, 0.20132, -0.62184], [-0.84035, 1.61219, -0.46130], [0.04590, 2.66307, -0.83154], [0.80390, 3.09411, 0.20397], [0.84604, 4.46474, 0.38723], [1.57329, 5.03467, 1.44195], [2.28109, 4.20521, 2.32691], [2.24650, 2.81276, 2.12610], [1.51846, 2.24746, 1.07969], [0.34466, -0.25517, -1.73819], [0.70867, 1.02940, -3.01897], [2.06961, 1.74886, -2.66870], [0.72631, -1.61166, -1.85976], [1.63039, -2.05382, -3.43760], [3.05299, -1.21532, -3.09757], [2.10472, -3.63863, -3.48276], [0.32731, -2.52319, -0.83784], [0.77339, -4.29640, -0.96754], [-0.13218, -5.09192, -1.98554], [-0.42138, -2.05843, 0.26081], [-0.90827, -2.95156, 1.32811], [-1.32490, -4.06354, 1.13505], [-1.66664, -5.73371, 2.89514], [-0.99506, -6.05080, 4.54032], [-2.72331, -6.01260, 4.25002], [-2.73015, -3.67366, 3.70166], [-2.05822, -3.90217, 5.29343], [0.05118, -4.08395, 3.34596], [-0.03747, -2.89498, 4.61005], [0.13090, -0.24472, 4.74662], [-1.65593, 1.02716, 4.17434], [-1.10868, 1.79765, 0.56522], [-1.73845, 1.74375, -1.05206], [0.31685, 5.10737, -0.29359], [1.58127, 6.10859, 1.55310], [2.85241, 4.65380, 3.12249], [2.80628, 2.16608, 2.78689], [1.50880, 1.17339, 0.92985], [-0.36720, 1.92260, -2.99796], [0.72657, 0.37534, -4.25161], [1.91284, 2.73980, -2.54001], [3.20240, -1.03409, -2.08630], [3.86586, -1.69659, -3.45157], [2.84738, -3.80414, -2.88845], [0.72415, -4.82160, 0.31125], [2.14313, -4.27510, -1.23523], [0.43261, -5.45144, -2.74485], [-4.22978, 6.04013, 0.47185], [-2.81397, 6.36365, 0.79034], [-1.83772, 6.02586, 0.23397], [-2.55534, 7.19818, 2.06849], [-2.00441, 8.55634, 1.73071], [-4.25074, 5.46637, -0.45681], [-4.66461, 5.44297, 1.27728], [-4.81758, 6.95347, 0.35010], [-3.38212, 7.26247, 2.66082], [-1.81338, 6.67978, 2.54811], [-1.83575, 9.09445, 2.65874], [-2.72669, 9.08545, 1.11643], [-1.06936, 8.41055, 1.20076], [-3.92597, 0.79440, -2.21071], [-2.75272, 0.97450, -2.50623], [-4.42840, -0.43119, -1.92932], [-5.81393, -0.58952, -1.55500], [-3.57573, -1.60291, -2.01238], [-4.67214, 1.62351, -2.11421], [-5.89519, -1.03222, -0.55699], [-6.33501, -1.23810, -2.26599], [-6.29805, 0.38511, -1.54885], [-2.73618, -1.50975, -1.32623], [-3.17043, -1.71462, -3.01937], [-4.15014, -2.49143, -1.75785], [-5.14804, 3.84291, -2.25859], [6.41019, -4.10220, -3.12405], [7.88814, -3.26474, -2.65467], [5.38013, -4.28336, -1.70196], [5.58367, -3.17412, -4.38110], [6.81854, -5.70229, -3.76874], [1.97391, 6.59964, -2.58619], [1.07929, 5.65697, -3.38214], [1.60866, 5.11392, -4.69934], [1.93049, 6.15281, -5.77193], [0.76767, 7.07182, -6.14440], [-0.42929, 6.32974, -6.73309], [2.18613, 7.52781, -3.12235], [1.43561, 6.85856, -1.67047], [2.92617, 6.14324, -2.30929], [0.12886, 6.17147, -3.56014], [0.84801, 4.79184, -2.75337], [0.85894, 4.40751, -5.06414], [2.51319, 4.52770, -4.51097], [2.26994, 5.62828, -6.67021], [2.77758, 6.76565, -5.44629], [1.12515, 7.80232, -6.87623], [0.44746, 7.64792, -5.27088], [-0.13948, 5.77655, -7.62866], [-1.21955, 7.02762, -7.01348], [-0.85869, 5.62245, -6.02334], [7.32410, -1.91325, 3.23591], [6.48213, -0.80884, 3.23766], [5.13398, -0.96132, 2.96934], [4.64631, -2.22835, 2.71592], [5.46645, -3.33965, 2.70534], [6.81753, -3.17703, 2.96526], [3.21561, -2.41310, 2.49778], [2.49069, -1.44303, 2.54761], [2.80751, -3.55135, 2.32738], [8.37878, -1.78801, 3.44355], [6.87827, 0.17653, 3.43793], [4.47263, -0.10749, 2.94974], [5.06076, -4.31713, 2.49640], [7.47313, -4.03697, 2.95891], [-4.07851, -8.77918, 2.70346], [-4.32253, -10.23877, 2.40407], [-3.74478, -10.93351, 3.54388], [-3.87957, -10.00993, 4.85728], [-5.03876, -10.49606, 5.57358], [-2.62801, -9.89917, 5.48075], [-4.27800, -8.67042, 4.13398], [-3.05700, -8.47630, 2.47408], [-4.77042, -8.12935, 2.17659], [-3.86077, -10.58150, 1.48419], [-5.40088, -10.45295, 2.36472], [-5.99644, -11.57840, 4.31627], [4.39807, -0.73683, -0.19109]]
}